Entry 1
Here is C3H6O in the gas phase from OMol25. Energies are from ωB97M-V/def2-TZVPD.

Atoms and positions in Å:
C (0.16326, 0.26599, -1.34965)
C (0.40561, 0.30229, 0.15071)
O (1.58631, 0.37553, 0.39058)
C (-0.52056, -0.24437, 1.26455)
H (0.88312, -0.47466, -1.74653)
H (-0.84157, -0.07129, -1.54852)
H (0.42208, 1.21774, -1.84166)
H (-1.61145, -0.16034, 1.18811)
H (-0.26499, -1.31254, 1.22947)
H (-0.22181, 0.10166, 2.26295)

As for the SMILES: CC(C)=O.

***

Entry 2
Here is 2 unconnected molecules or ions with the total composition C3H6O from OMol25. Energies are from ωB97M-V/def2-TZVPD.

Atoms and positions in Å:
C (-0.01735, -1.29477, 3.15691)
C (0.89539, -0.31360, 3.27791)
H (-0.89502, -0.99580, 3.69140)
H (0.07782, -2.36976, 2.84910)
H (0.88009, 0.59611, 3.69530)
H (1.93130, -0.51859, 2.82650)
O (0.14083, 0.79241, -4.14536)
C (-0.73887, 1.11446, -4.88890)
H (-0.85560, 0.94864, -5.90644)
H (-1.41859, 2.04090, -4.55643)

As for the SMILES: C=C.C=O.

***

Entry 3
Here is a molecular structure, C3H6O from OMol25. Energies are from ωB97M-V/def2-TZVPD.

Atoms and positions in Å:
C (-1.03580, -0.14664, -0.62688)
C (0.31980, -0.48855, -0.18441)
C (1.06583, 0.46359, 0.56261)
O (0.78601, 1.68795, 0.72810)
H (-1.45736, 0.59700, 0.16344)
H (-1.63593, -1.04549, -0.89479)
H (-1.06592, 0.44100, -1.55086)
H (0.65888, -1.54465, -0.21950)
H (2.09776, 0.28050, 0.89919)
H (0.26673, -0.24471, 1.12309)

***

Which structure is the least stable? The one labeled entry 3.

***

Entry 1
Here is C2H4OS in the gas phase from OMol25. Energies are from ωB97M-V/def2-TZVPD.

Atoms and positions in Å:
C (-0.89945, -0.17906, -0.49354)
C (0.23935, -0.10169, 0.59204)
O (-0.46698, -1.23941, 0.30406)
S (1.94672, -0.00208, -0.04407)
H (-1.96575, 0.22451, -0.15063)
H (-0.71314, -0.23316, -1.59348)
H (-0.06029, 0.19357, 1.62356)
H (1.91954, 1.33731, -0.23794)

As for the SMILES: S[C@H]1CO1.

***

Entry 2
Here is C2H4OS in the gas phase from OMol25. Energies are from ωB97M-V/def2-TZVPD.

Atoms and positions in Å:
C (-0.78224, -0.38848, 0.00170)
C (0.22469, 0.75753, -0.08279)
H (-0.53205, -1.25848, -0.59647)
H (-0.72114, -0.71818, 1.05048)
H (-1.76199, 0.05611, -0.24551)
H (1.69197, -0.83272, -0.13807)
O (-0.19554, 1.91766, 0.00540)
S (2.07629, 0.46655, 0.00525)

As for the SMILES: CC(=O)S.

***

Entry 3
Here is C2H4OS in the gas phase from OMol25. Energies are from ωB97M-V/def2-TZVPD.

Atoms and positions in Å:
C (-1.21966, 0.48840, 0.26951)
C (0.14825, 0.79992, -0.16964)
H (-0.75052, -1.46028, 0.15010)
H (-1.90926, 1.14520, -0.38793)
H (-1.58287, 0.76749, 1.40129)
H (0.22320, 1.89153, -0.82284)
O (-1.62169, -0.78966, -0.21360)
S (1.46384, -0.23478, 0.04806)

As for the SMILES: OCC=S.

***

Which structure is the least stable? The one labeled entry 3.

***

Entry 1
Here is a gas-phase ion, C4H7ClN3 (charge +1) from OMol25. Energies are from ωB97M-V/def2-TZVPD.

Atoms and positions in Å:
C (0.05504, -1.38982, -0.28429)
C (1.06641, -1.40235, 0.56115)
C (-0.58312, 1.07474, 0.11161)
C (-0.41766, -0.20380, -0.91313)
N (0.23990, 1.34445, 1.02174)
N (-1.86226, 1.47893, -0.03342)
N (1.85379, -0.27005, 0.66480)
Cl (2.67516, 0.48325, -0.62829)
H (-0.53606, -2.21735, -0.23078)
H (1.34295, -2.14087, 1.44638)
H (0.26861, 0.31401, -1.66090)
H (-1.31896, -0.50099, -1.38965)
H (-2.44022, 1.44029, -0.85852)
H (-2.43867, 2.01135, 0.56127)
H (2.09509, -0.02180, 1.63204)

Its charge is +1.

***

Entry 2
Here is 2 unconnected molecules or ions with the total composition C4H7ClN3 from OMol25. Energies are from ωB97M-V/def2-TZVPD.

Atoms and positions in Å:
C (-0.92612, 1.37622, -0.13825)
C (0.05969, 0.11391, -1.80487)
C (-0.22680, 0.43983, 0.89312)
C (0.33608, -0.92484, 0.33877)
N (-0.56008, 1.13349, -1.41301)
N (0.41220, -1.00300, -0.97138)
N (0.85321, -1.75833, 1.20014)
Cl (-1.00276, 3.85284, 0.01077)
H (-1.98226, 1.54819, -0.00441)
H (0.34346, -0.00871, -2.83849)
H (0.62342, 0.95753, 1.34912)
H (-0.93556, 0.22305, 1.69358)
H (0.82170, -1.81240, -1.42691)
H (1.36737, -2.58445, 0.92196)
H (0.81646, -1.55334, 2.18987)

Its charge is +1.

***

Which structure is the least stable? The one labeled entry 1.

***

Entry 1
Here is 2 unconnected molecules or ions with the total composition C7H15NO from OMol25. Energies are from ωB97M-V/def2-TZVPD.

Atoms and positions in Å:
C (1.48964, 1.59112, 0.72581)
C (1.73545, -1.76945, -0.58543)
C (0.71459, 0.28756, 0.58618)
C (0.92608, -0.49682, -0.68332)
N (1.33413, 0.31230, -1.78187)
O (0.95402, -0.54103, 1.71765)
H (0.21031, -0.41006, 2.31841)
H (0.68571, 1.06668, -1.97308)
H (1.47988, -0.23110, -2.62322)
H (1.25265, 2.28296, -0.07930)
H (1.22828, 2.07343, 1.66832)
H (2.55992, 1.38837, 0.70120)
H (1.66988, -2.34473, -1.51063)
H (2.78524, -1.52690, -0.40891)
H (1.38932, -2.37909, 0.24317)
C (-3.17199, 0.75942, 0.86819)
C (-2.30458, -0.09317, 0.06103)
C (-1.89082, -0.92758, -0.75059)
H (-0.39770, 0.53958, 0.58584)
H (-2.96820, 0.61304, 1.93051)
H (-2.99694, 1.81157, 0.63674)
H (-4.22965, 0.54160, 0.69000)
H (-2.12830, -1.66825, -1.48305)
H (-0.32691, -0.87945, -0.85364)

As for the SMILES: C[C@H](N)[C@H](C)O.C#CC.

***

Entry 2
Here is 2 unconnected molecules or ions with the total composition C7H15NO from OMol25. Energies are from ωB97M-V/def2-TZVPD.

Atoms and positions in Å:
C (-0.99649, 1.41811, -0.24918)
C (-0.12036, 0.39281, 1.66153)
C (0.37897, -0.85571, -1.39538)
C (0.25551, -1.68544, -0.35227)
C (-0.73719, 2.45696, -1.27950)
C (1.00924, 0.42063, 2.63020)
C (-0.97128, -2.50156, -0.08734)
N (1.50183, -0.07284, -1.66327)
O (-0.11544, 1.27138, 0.69790)
H (-1.94099, 0.89414, -0.17621)
H (-1.02880, -0.16002, 1.86452)
H (-0.43030, -0.72684, -2.10224)
H (1.10767, -1.86370, 0.29204)
H (1.70590, 0.06115, -2.64184)
H (2.32208, -0.33119, -1.13405)
H (0.33851, 2.57696, -1.41434)
H (-1.17107, 2.15968, -2.23520)
H (-1.16218, 3.43147, -1.01352)
H (1.30841, -0.59349, 2.90143)
H (1.86581, 0.92270, 2.18303)
H (0.75511, 0.94230, 3.56013)
H (-1.78648, -2.20601, -0.74811)
H (-0.77682, -3.56600, -0.24185)
H (-1.31163, -2.38548, 0.94353)

***

Which structure is the least stable? The one labeled entry 2.

***

Entry 1
Here is C7H15NO in the gas phase from OMol25. Energies are from ωB97M-V/def2-TZVPD.

Atoms and positions in Å:
C (0.90331, 0.31472, 0.69495)
C (0.81833, 0.93087, -1.64521)
C (1.76607, 0.64121, -0.53471)
C (-0.06491, 1.95460, -1.68771)
O (0.51335, 1.48469, 1.34970)
H (-0.43146, 1.61612, 1.16056)
H (1.51542, -0.27649, 1.38460)
H (0.72581, 0.14453, -2.38621)
H (2.39390, -0.21530, -0.77796)
H (2.37202, 1.51870, -0.29748)
H (0.10331, 2.83274, -1.08134)
H (-1.22890, 0.84135, -0.73758)
H (-0.66187, 2.10574, -2.57394)
C (-0.75468, -1.16441, 1.95844)
C (-0.29470, -1.82146, -0.41499)
C (-0.50513, -0.64717, 0.54106)
N (-1.55296, 0.25613, 0.17805)
H (-2.39082, -0.24766, -0.09430)
H (-0.82883, -0.33290, 2.65607)
H (-1.68418, -1.73285, 1.98577)
H (-1.13574, -2.51325, -0.33596)
H (-0.24122, -1.50030, -1.45403)
H (0.60836, -2.37303, -0.16822)
H (0.05551, -1.81658, 2.28044)

As for the SMILES: C=CC[C@@H](O)C(C)(C)N.

***

Entry 2
Here is 2 unconnected molecules or ions with the total composition C7H15NO from OMol25. Energies are from ωB97M-V/def2-TZVPD.

Atoms and positions in Å:
C (-1.59572, -0.43331, 1.52030)
C (-1.36111, -1.87018, -0.64557)
C (-0.18875, -0.99223, 1.62150)
C (-0.97028, -0.67445, 0.18386)
O (-0.57297, 0.49488, -0.45695)
H (-2.42134, -1.07958, 1.79527)
H (-1.71480, 0.60848, 1.79661)
H (-0.51859, -2.54913, -0.80794)
H (-2.13614, -2.43606, -0.12725)
H (-1.75028, -1.56093, -1.61906)
H (0.39890, -0.49229, 2.37698)
H (-0.11748, -2.05145, 1.83336)
H (1.67114, -0.03065, 0.99824)
C (0.26982, 1.90647, -2.13023)
C (1.93034, 1.15945, 1.25514)
C (0.28003, 0.53514, -1.53031)
N (0.99361, -0.37364, -2.01311)
H (0.99967, -1.24904, -1.49967)
H (0.49548, 2.64275, -1.36158)
H (1.00714, 1.95374, -2.92443)
H (-0.72240, 2.12453, -2.52290)
H (0.96598, 1.62584, 1.37584)
H (2.58167, 1.84991, 0.72578)
H (2.47611, 0.89177, 2.15613)

As for the SMILES: [H]/N=C(/C)OC1(C)CC1.C.

***

Which structure is the least stable? The one labeled entry 2.

***

Entry 1
Here is C5H8F2O in the gas phase from OMol25. Energies are from ωB97M-V/def2-TZVPD.

Atoms and positions in Å:
C (-1.37056, -0.75222, -0.50370)
C (0.03360, -0.17031, -0.53508)
C (1.01765, -0.68975, 0.53656)
C (0.79684, 0.62424, 1.28649)
C (0.16947, 1.27830, 0.00854)
H (-1.43732, -1.77128, -0.91351)
H (-1.79346, -0.81459, 0.50257)
H (-2.00683, -0.10132, -1.10274)
H (-0.24079, -0.30326, -2.40431)
H (0.68439, -1.56263, 1.11471)
H (1.99618, -0.76576, 0.06959)
H (0.75011, 1.95287, -0.61529)
H (-0.81677, 1.70531, 0.23605)
O (0.52267, -0.32776, -1.84693)
F (-0.13067, 0.43458, 2.23666)
F (1.82549, 1.26358, 1.93040)

As for the SMILES: CC1(O)CC(F)(F)C1.

***

Entry 2
Here is 2 unconnected molecules or ions with the total composition C5H8F2O from OMol25. Energies are from ωB97M-V/def2-TZVPD.

Atoms and positions in Å:
C (-1.25335, -1.07577, -0.76476)
C (-0.38606, -0.92968, 0.24665)
C (-0.66988, -0.09211, 1.55165)
C (1.95531, 0.82521, -0.90335)
C (2.32491, -0.18898, 0.05917)
O (0.77405, -1.45345, 0.22554)
F (2.49654, 0.25022, 1.34155)
F (3.31941, -0.95730, -0.25458)
H (-1.07921, -1.64274, -1.57300)
H (-2.27691, -0.73031, -0.66030)
H (0.16439, 0.21808, 2.02749)
H (-1.44122, 0.70016, 1.31028)
H (-1.22168, -0.81652, 2.30642)
H (1.04941, 0.42444, -1.45625)
H (2.78281, 1.24514, -1.66515)
H (1.57826, 1.73010, -0.52967)

***

Which structure is the least stable? The one labeled entry 2.